# 1
This record from the OMol25 dataset describes a single C22H27N3O3S molecule. The level of theory is the ωB97M-V functional and the def2-TZVPD basis.

Element x y z (Å)
C1 -4.456 -2.600 -2.036
H1 -4.578 -3.642 -2.322
H2 -5.295 -2.032 -2.428
H3 -4.482 -2.536 -0.951
C2 -3.133 -2.056 -2.580
C3 -2.928 -0.618 -2.191
C4 -3.718 0.372 -2.766
C5 -3.568 1.702 -2.423
C6 -2.605 2.073 -1.499
C7 -1.804 1.108 -0.920
C8 -1.967 -0.231 -1.256
N1 -1.151 -1.212 -0.620
C9 0.048 -1.617 -1.079
O1 0.708 -2.485 -0.541
C10 0.572 -0.911 -2.339
N2 1.983 -0.654 -2.153
C11 2.369 -0.026 -1.017
O2 1.558 0.486 -0.257
C12 3.810 0.050 -0.773
C13 4.406 0.666 0.295
C14 5.809 0.563 0.278
C15 6.267 -0.129 -0.799
S1 4.997 -0.669 -1.815
H4 7.281 -0.358 -1.063
H5 6.450 0.983 1.032
H6 3.841 1.172 1.056
H7 2.647 -1.231 -2.644
H8 0.434 -1.556 -3.206
H9 0.048 0.035 -2.497
C16 -1.674 -1.799 0.596
H10 -1.125 -2.729 0.776
H11 -2.736 -2.027 0.476
C17 -1.526 -0.935 1.857
O3 -2.352 -1.007 2.746
N3 -0.432 -0.166 1.902
H12 0.219 -0.131 1.126
C18 -0.091 0.630 3.061
C19 -0.147 2.139 2.756
H13 -0.823 2.355 1.930
H14 -0.504 2.675 3.637
C20 1.301 2.519 2.466
H15 1.479 3.592 2.538
H16 1.575 2.180 1.466
C21 2.059 1.719 3.520
H17 3.127 1.640 3.315
H18 1.937 2.190 4.497
C22 1.363 0.356 3.500
H19 1.836 -0.295 2.763
H20 1.408 -0.143 4.467
H21 -0.817 0.356 3.831
H22 -1.031 1.380 -0.219
H23 -2.477 3.111 -1.233
H24 -4.197 2.450 -2.881
H25 -4.460 0.088 -3.499
H26 -2.310 -2.668 -2.209
H27 -3.144 -2.130 -3.671

Calculated values
SMILES: CCc1ccccc1N(CC(=O)NC1CCCC1)C(=O)CNC(=O)c1cccs1
HOMO-LUMO gap (eV): 9.13
E_LUMO (eV): 0.1
Calculated total energy (a.u.): -1642.7799

# 2
This record from the OMol25 dataset describes a single C22H27N3O4S molecule. The level of theory is the ωB97M-V functional and the def2-TZVPD basis.

Element x y z (Å)
C1 -0.035 0.500 4.409
H1 -0.628 1.278 4.896
H2 -0.393 -0.486 4.722
O1 -0.060 0.636 3.004
C2 -1.255 0.637 2.372
C3 -2.487 0.368 2.967
C4 -3.640 0.366 2.206
C5 -3.605 0.629 0.836
C6 -2.371 0.906 0.244
C7 -1.227 0.910 1.003
S1 0.344 1.330 0.232
O2 0.891 2.483 0.882
O3 0.110 1.409 -1.180
N1 1.368 0.081 0.566
H3 1.835 0.263 1.439
C8 0.965 -1.297 0.380
C9 0.568 -1.574 -1.067
H4 -0.298 -0.970 -1.336
H5 0.303 -2.629 -1.153
C10 1.711 -1.219 -2.020
N2 2.922 -1.963 -1.709
C11 2.982 -3.223 -2.415
H6 3.836 -3.799 -2.059
H7 2.076 -3.791 -2.209
H8 3.073 -3.100 -3.507
C12 4.130 -1.167 -1.898
C13 4.201 -0.091 -0.848
C14 3.938 1.238 -1.149
C15 3.947 2.201 -0.156
C16 4.226 1.847 1.151
C17 4.501 0.525 1.460
C18 4.487 -0.437 0.467
H9 4.694 -1.470 0.707
H10 4.728 0.243 2.480
H11 4.226 2.599 1.926
H12 3.726 3.229 -0.400
H13 3.722 1.524 -2.169
H14 4.176 -0.722 -2.907
H15 4.986 -1.839 -1.786
H16 1.388 -1.393 -3.058
H17 1.900 -0.153 -1.899
H18 0.131 -1.564 1.049
H19 1.831 -1.916 0.625
H20 -2.277 1.129 -0.806
C19 -4.824 0.623 0.054
C20 -5.070 0.866 -1.274
C21 -6.471 0.702 -1.403
N3 -6.995 0.388 -0.246
O4 -5.994 0.336 0.661
C22 -7.294 0.848 -2.628
H21 -6.952 0.154 -3.394
H22 -7.204 1.859 -3.021
H23 -8.335 0.644 -2.394
H24 -4.372 1.124 -2.042
H25 -4.590 0.157 2.674
H26 -2.556 0.158 4.023
H27 1.010 0.613 4.693

Calculated values
SMILES: COc1ccc(-c2cc(C)no2)cc1S(=O)(=O)NCCCN(C)Cc1ccccc1
HOMO-LUMO gap (eV): 8.86
E_LUMO (eV): 0.4
Calculated total energy (a.u.): -1717.8815

How do the records compare in relative energy (zero: lowest compared OMol25 entry of this formula, charge and spin)? In the order shown, they have 18.82 85.93 kcal/mol.